Record 1
Here is a molecular structure, C22H27AuClIN4O3Sb from the OMol25 dataset. Energies are from the ωB97M-V functional and the def2-TZVPD basis.

Calculated values
HOMO-LUMO gap, Eh: 0.2292
LUMO, eV: -4.3
Charge: +1
ΔE to the lowest compared entry with this formula, charge and spin, kcal per mole: 7.6

Positions of all 60 atoms, in Å:
Au 0.14961 0.24052 -0.01505
Cl 1.55780 0.39991 6.96408
C 0.93215 0.10315 5.37611
C 0.06903 -0.92910 5.17251
C -0.45838 -1.18614 3.88936
I -1.82092 -2.73532 3.64725
C -0.14023 -0.40654 2.80180
O -0.73936 -0.60110 1.62289
C 0.79539 0.66268 3.01626
N 1.14042 1.40927 1.93361
C 1.95140 2.42801 2.07724
C 2.49985 2.79259 3.31982
C 2.19806 2.03813 4.41695
C 1.32064 0.93672 4.29732
H -0.22005 -1.55850 6.00275
H 2.19622 2.98262 1.17657
H 3.14935 3.65368 3.39185
H 2.62518 2.26715 5.38369
N 3.63152 -2.18642 -0.14950
C 2.90433 -2.97561 -1.00903
C 1.66695 -2.42317 -1.06224
N 1.64131 -1.31725 -0.24495
C 2.84014 -1.19419 0.28153
H 4.60072 -2.31064 0.08746
H 3.32005 -3.84231 -1.48990
H 0.80394 -2.73967 -1.62056
H 3.15792 -0.41015 0.94823
O -1.16287 2.81238 -1.47501
C -0.09488 2.47830 -1.96722
C 0.57795 3.22394 -3.09717
C 1.87264 2.46022 -3.34292
C 1.84847 1.33603 -2.32819
O 2.70631 0.51044 -2.15713
N 0.65690 1.41222 -1.58697
H 0.72640 4.25989 -2.79556
H -0.09360 3.23194 -3.95504
H 2.77177 3.05509 -3.19072
H 1.93869 2.02571 -4.33964
C -4.40320 2.30808 -1.72613
C -3.69377 2.71855 -0.44107
Sb -2.37470 1.25169 0.35528
C -2.14800 2.21437 2.23397
C -1.45599 3.57166 2.10595
C -3.61208 -0.44046 0.74953
C -4.67891 -0.08190 1.77916
H -5.06410 3.10875 -2.06065
H -5.01526 1.41481 -1.58972
H -3.68570 2.11883 -2.52489
H -4.39602 2.91077 0.37434
H -3.07997 3.59866 -0.59890
H -1.60100 1.54385 2.88903
H -3.16149 2.32892 2.62278
H -0.46818 3.47543 1.66064
H -1.33782 4.02847 3.08976
H -2.03445 4.26061 1.48937
H -2.94774 -1.22883 1.09227
H -4.04487 -0.73533 -0.20705
H -4.23935 0.19067 2.73854
H -5.31578 -0.95175 1.94784
H -5.32306 0.73323 1.44384

Record 2
Here is a molecular structure, C22H27BF8N7SbSeTi from the OMol25 dataset. Energies are from the ωB97M-V functional and the def2-TZVPD basis.

Calculated values
HOMO-LUMO gap, Eh: 0.2251
LUMO, eV: -1.8

Positions of all 68 atoms, in Å:
Ti -0.37910 -0.15120 0.09970
C 2.16970 -0.86150 -1.05720
C 2.05180 -0.68070 0.34040
C 1.25160 -1.75930 0.84010
C 0.93010 -2.61400 -0.27480
C 1.47610 -2.04990 -1.42580
C 1.51830 -2.62720 -2.80570
C 0.28570 -3.95770 -0.12560
C 1.31030 -2.29980 2.24300
C 2.98720 0.16370 1.16110
C 3.10500 -0.15110 -1.97990
H 2.52940 -2.97020 -3.03180
H 1.25680 -1.88560 -3.56180
H 0.84430 -3.47380 -2.90050
H 1.03140 -4.68700 0.19920
H -0.14460 -4.31020 -1.06070
H -0.50080 -3.93660 0.62710
H 2.13000 -3.02270 2.30380
H 0.38940 -2.81800 2.51270
H 1.49950 -1.51460 2.97270
H 2.74440 0.11830 2.22100
H 2.99490 1.21440 0.87210
H 4.00400 -0.21630 1.03040
H 3.86610 -0.85570 -2.32040
H 3.60210 0.68430 -1.49440
H 2.59440 0.22110 -2.87130
B -2.81170 -2.28890 1.61770
N -1.99550 -1.24640 2.41570
C -2.24980 -1.01250 3.70410
C -1.30490 -0.12940 4.19690
C -0.48590 0.13350 3.10990
N -0.90870 -0.56450 2.04270
N -2.54060 -2.23940 0.09450
C -3.21000 -3.02580 -0.74470
C -2.64380 -2.92810 -2.00520
C -1.60980 -2.02510 -1.83910
N -1.55760 -1.61510 -0.55900
H -3.96580 -2.07200 1.80160
H -2.48680 -3.37900 2.00040
H -3.07190 -1.48750 4.19790
H -1.23830 0.26930 5.18810
H 0.36910 0.78680 3.06840
H -4.03310 -3.62110 -0.41150
H -2.93880 -3.43500 -2.90150
H -0.89980 -1.69210 -2.57430
F 0.51160 1.57460 0.76280
Sb 0.75310 3.66660 1.07320
F 2.35280 3.39280 0.01780
F 1.73430 2.98870 2.57520
F 1.12430 5.46380 1.47660
F -0.81470 3.52630 2.14430
F -0.06640 4.19070 -0.57160
F -3.17680 0.55780 0.02870
C -2.01850 1.12220 0.52040
F -1.82300 2.27580 -0.23040
H -2.26460 1.48460 1.53370
Se -3.58720 0.82840 -3.62240
N -2.52870 2.02890 -4.32170
C -1.37500 2.02120 -3.66590
C -0.28290 2.87440 -3.88290
C 0.78540 2.72490 -3.03800
C 0.77040 1.75420 -2.02310
N -0.21030 0.88850 -1.80610
C -1.29440 1.04080 -2.60720
N -2.39020 0.31110 -2.46860
H -0.32570 3.61990 -4.66010
H 1.64570 3.36890 -3.11400
H 1.61860 1.69920 -1.35820

Record 3
Here is a molecular structure, C22H27ClORe from the OMol25 dataset. Energies are from the ωB97M-V functional and the def2-TZVPD basis.

Calculated values
HOMO-LUMO gap (alpha / beta), Eh: 0.2400 / 0.1812
LUMO (alpha / beta), eV: -0.5 / -2.0
Spin multiplicity: 4
⟨S²⟩: 3.785

Positions of all 52 atoms, in Å:
C -1.87581 0.69021 0.13550
C -1.94926 -0.09710 -1.08248
C -1.04220 0.51643 -2.05033
H -2.56131 -0.98071 -1.18003
C -0.58690 1.74961 -1.45976
C -1.04147 1.82315 -0.11950
H -1.05334 2.68441 0.55557
H -2.45637 0.64162 1.04261
H -0.97512 0.26101 -3.13795
H -0.01454 2.56578 -1.92185
Re -0.02104 -0.12364 -0.30327
Cl 0.65011 -2.00622 0.91797
C 1.92343 -3.33077 -2.48428
C 2.25590 -2.30408 -3.42486
C 1.12809 -2.11168 -4.28977
H 3.25526 -1.94287 -3.63307
C 0.09884 -3.02582 -3.88279
C 0.59382 -3.77991 -2.76733
H 0.14953 -4.69932 -2.40556
H 2.63429 -3.86013 -1.86629
H 1.14239 -1.58254 -5.23912
H -0.77154 -3.28459 -4.48078
C 5.21438 0.42987 1.70888
C 4.35336 1.48413 0.97780
C 3.70893 0.84758 -0.25539
C 3.33640 2.12428 1.91936
C 3.89496 2.97335 2.85012
C 3.19740 3.61977 3.84276
C 1.85682 3.34406 3.93721
C 1.23580 2.45612 3.08883
C -0.26229 2.25557 3.35888
C -0.49806 1.51368 4.69706
C -1.09926 3.54410 3.27330
C 1.91324 1.84368 1.95618
O 1.29867 1.11882 1.07584
H 4.57393 -0.37802 2.09980
H 5.75261 0.87661 2.55192
H 5.97235 -0.02316 1.04869
H 5.07281 2.25005 0.61607
H 4.47931 0.48606 -0.96435
H 3.07885 1.59284 -0.76556
H 3.07624 -0.00192 0.07780
H 4.95400 3.17358 2.80977
H 3.64592 4.31690 4.53490
H 1.23754 3.80731 4.69778
H -0.63634 1.57894 2.57847
H -0.14707 2.13012 5.54884
H -1.57599 1.28545 4.81725
H 0.07429 0.56679 4.67271
H -0.95164 4.01250 2.29259
H -2.16659 3.29019 3.38393
H -0.82878 4.27767 4.05116

Record 4
Here is a molecular structure, C22H27CuF6N4O5S2 from the OMol25 dataset. Energies are from the ωB97M-V functional and the def2-TZVPD basis.

Calculated values
HOMO-LUMO gap (alpha / beta), Eh: 0.2299 / 0.2261
LUMO (alpha / beta), eV: 2.4 / 2.4
Charge: -1
Spin multiplicity: 2
⟨S²⟩: 0.799

Positions of all 67 atoms, in Å:
Cu 1.28146 0.33612 -0.59276
C 2.94293 4.38238 -0.40198
C 1.97327 3.26033 -0.13501
O 2.02815 2.22350 -0.78525
N 1.08280 3.48892 0.85617
C 0.01506 2.57859 1.20273
C -1.20897 2.69420 0.32917
C -2.46478 2.42155 0.85369
C -3.55064 2.38545 -0.00402
C -3.34846 2.65563 -1.34644
C -2.06449 2.97551 -1.76233
N -1.01375 2.99729 -0.95091
H 3.75860 3.99524 -1.00481
H 3.33957 4.78485 0.53027
H 2.43923 5.18237 -0.94666
H 1.10960 4.38680 1.30602
H -0.25355 2.72519 2.24950
H 0.39332 1.55508 1.10278
H -2.57867 2.20418 1.90761
H -4.53739 2.14291 0.36970
H -4.16089 2.61294 -2.05863
H -1.86437 3.21370 -2.80105
F 2.76259 0.71687 2.64316
C 4.03692 0.97751 2.33102
F 4.77930 0.81056 3.42486
F 4.11190 2.27227 1.97443
S 4.59834 -0.08676 0.93350
O 3.65920 0.26346 -0.10263
O 5.96890 0.28178 0.74302
N 4.51524 -1.52695 1.51970
S 3.22299 -2.44714 1.54764
O 2.30200 -2.25228 0.46594
O 2.71530 -2.60884 2.87802
C 4.06223 -4.04566 1.17682
F 4.60075 -4.03820 -0.04244
F 5.02513 -4.31943 2.05920
F 3.15920 -5.03288 1.22845
C -0.88863 -2.39483 2.22139
C -1.68042 -1.17476 1.74639
C -2.72150 -0.77622 2.79365
C -2.26572 -1.44688 0.38561
C -3.47903 -2.09183 0.26226
C -4.00165 -2.42428 -0.98555
C -3.26999 -2.12509 -2.13322
C -2.03874 -1.50356 -2.07556
C -1.28438 -1.29838 -3.37430
C -0.00270 -2.14040 -3.41333
C -0.99304 0.17030 -3.69206
C -1.47097 -1.11520 -0.79166
N -0.30594 -0.53603 -0.70365
H -0.48307 -2.23562 3.22366
H -0.05552 -2.59854 1.55158
H -1.53545 -3.27656 2.24740
H -0.96488 -0.35974 1.60286
H -3.31437 -1.63708 3.11336
H -3.41192 -0.02346 2.41003
H -2.22788 -0.37810 3.68366
H -4.04122 -2.35263 1.15275
H -4.95978 -2.92414 -1.06267
H -3.67081 -2.40354 -3.10391
H -1.94778 -1.66667 -4.16618
H 0.70169 -1.79174 -2.66209
H 0.46891 -2.07481 -4.39816
H -0.22297 -3.18946 -3.20717
H -0.36313 0.60767 -2.91912
H -1.92277 0.74288 -3.74770
H -0.48435 0.25162 -4.65670

Strongest force on any atom readings, ordered: 0.040; 0.071; 0.107; 0.006 Eh/bohr
E_tot readings, ordered: -66202.7508; -151102.3922; -39947.3330; -122066.6270 eV